i | Density functional theory data (wB97M-V/def2-TZVPD) for 2 unconnected molecules or ions with the total composition CHN3O2.

Each line ends with the natural charge from an NBO analysis.
Positions of all 7 atoms, in Å:
O  -1.1743  -0.5754  0.3313  -0.76
N  2.2510  -0.8970  0.0843  -0.24
C  2.8456  0.2485  0.1613  0.36
O  0.6574  -2.4109  0.1210  -0.11
N  3.5420  1.1636  0.2115  -0.24
N  1.1179  -1.3436  0.1440  0.56
H  -1.5444  0.2910  0.1509  0.43

Properties
- HOMO energy (alpha / beta) (eV) = -10.15 / -10.14
- LUMO energy (alpha / beta) (eV) = -3.79 / -3.79
- multiplicity = 1
- orbital gap (alpha / beta) (eV) = 6.357 / 6.352

ii | Density functional theory data (wB97M-V/def2-TZVPD) for CHN3O2 in the gas phase.

Each line ends with the natural charge from an NBO analysis.
Positions of all 7 atoms, in Å:
O  -0.2523  1.1435  -0.4002  -0.36
C  -0.3770  -0.0914  -0.1214  0.78
N  1.1845  1.5084  -0.0949  0.11
H  -1.4465  -1.6801  0.0707  0.52
N  1.6100  0.4611  0.3302  0.00
O  -1.4661  -0.8099  -0.2557  -0.63
N  0.7475  -0.5317  0.4713  -0.42

Properties
- HOMO energy (eV) = -10.99
- LUMO energy (eV) = 0.31
- multiplicity = 1
- orbital gap (eV) = 11.303

Most stable: ii. Least stable: i.

i | Density functional theory data (wB97M-V/def2-TZVPD) for a gas-phase ion, C26H27N2 (charge +1).

Each line ends with the natural charge from an NBO analysis.
Positions of all 55 atoms, in Å:
C  1.4242  -2.0069  -0.5111  -0.19
H  -0.9466  -0.6417  2.2711  0.24
H  2.5911  -3.7564  -1.0077  0.22
C  1.4223  -0.5990  -0.4477  -0.09
H  5.8667  -2.4541  -0.4881  0.23
C  -7.2623  -2.8050  -1.3097  -0.64
C  -5.9447  -0.6533  -1.1639  -0.22
C  -1.0832  -0.5147  -0.6482  -0.30
C  1.2305  1.6222  1.6816  0.56
C  1.8402  3.2584  -0.1988  -0.19
C  -2.3106  0.0593  -0.5551  -0.04
H  5.3542  3.6593  1.5220  0.24
H  3.6291  2.1870  2.5834  0.22
N  0.9976  1.8576  2.9948  -0.55
H  1.5525  2.4375  3.6655  0.45
H  -1.0578  -1.5528  -1.0149  0.23
H  -2.4176  1.1018  -0.2437  0.19
H  0.5027  -2.5885  -0.3246  0.22
H  -4.7381  1.1341  -0.9700  0.21
H  4.7491  -0.0486  -0.9518  0.21
H  2.5645  4.6435  -1.6653  0.24
C  2.6008  -2.6736  -0.8306  -0.20
H  2.6734  1.1713  -0.3788  0.21
H  -0.8876  1.5445  4.0780  0.23
C  4.0774  4.2014  -0.1567  -0.17
C  2.6304  0.0923  -0.5295  -0.16
C  3.8107  -0.6021  -0.8019  -0.20
H  4.8096  4.8859  -0.6071  0.24
C  2.1748  2.5660  0.9964  -0.16
H  -7.1078  -3.8897  -1.3255  0.22
H  -6.8877  -0.1151  -1.2656  0.22
H  0.8082  3.2519  -0.5463  0.23
C  4.3911  3.4850  1.0175  -0.21
C  2.8263  4.0476  -0.7856  -0.19
H  5.5356  -2.2742  -2.1826  0.23
C  -4.7471  0.0377  -0.9804  -0.16
H  -4.7641  -3.8474  -1.2059  0.22
H  0.3420  0.2965  4.2343  0.21
H  4.9636  -3.7870  -1.3578  0.23
C  -0.0810  1.0201  3.5042  -0.23
C  -0.6226  0.4082  2.1710  -0.23
H  0.2539  1.2976  -0.6522  0.23
C  -3.5336  -0.6705  -0.8116  -0.17
H  -2.6064  -2.6457  -0.9495  0.20
C  0.1776  0.2091  -0.3384  -0.04
C  -5.9643  -2.0608  -1.1734  0.02
H  -1.5559  0.9261  1.8082  0.21
C  3.8186  -1.9932  -0.9479  -0.01
H  -7.8404  -2.4722  -2.1766  0.23
N  0.4235  0.6323  1.2019  -0.36
C  3.4329  2.6662  1.6160  -0.13
H  -7.9098  -2.5221  -0.4800  0.23
C  -4.7503  -2.7584  -1.1301  -0.23
C  5.0911  -2.6884  -1.2536  -0.64
C  -3.5464  -2.0795  -0.9778  -0.11

Properties
- net charge = +1
- HOMO energy (eV) = -10.79
- LUMO energy (eV) = -3.09
- multiplicity = 1
- orbital gap (eV) = 7.702

ii | Density functional theory data (wB97M-V/def2-TZVPD) for 2 unconnected molecules or ions with the total composition C26H27N2.

Each line ends with the natural charge from an NBO analysis.
Positions of all 55 atoms, in Å:
H  6.5991  -3.4220  1.8544  0.23
C  -1.6674  3.4315  -1.4671  -0.01
C  0.8301  -1.6982  0.8948  0.39
H  3.6696  -0.5011  3.1295  0.23
H  -1.9957  -2.3113  1.8822  0.23
C  -2.0216  -0.8760  -1.9563  -0.69
H  -5.8685  3.3801  0.7169  0.23
C  5.2053  -1.9598  2.6409  -0.19
C  -1.4565  -2.3177  0.9151  -0.43
H  1.1060  0.9535  0.8027  0.22
H  5.7526  -1.7825  3.5806  0.24
H  1.3915  -3.6257  1.7328  0.26
H  -2.8706  -1.3286  -1.3866  0.24
C  0.8844  -3.2037  0.8466  -0.48
C  -3.5202  0.8885  0.3667  -0.27
H  -0.1935  5.5067  -3.7093  0.23
H  -0.7326  -4.1007  1.9056  0.22
H  2.7646  0.8941  1.4569  0.24
H  3.0987  -2.7315  -0.5538  0.22
C  5.6449  -2.9207  1.7001  -0.19
C  -0.5927  -3.6070  0.9339  -0.40
N  1.9413  -0.9653  1.1280  -0.36
C  -4.9299  2.9027  0.4238  -0.21
C  4.9249  -3.1393  0.5154  -0.18
H  -2.1332  5.4242  -2.0383  0.23
H  -2.2086  -2.2852  0.1220  0.21
C  -4.7030  1.5526  0.7557  -0.19
C  -2.5906  1.6303  -0.3398  0.21
N  -1.3767  1.2088  -0.9240  -0.43
H  -1.4825  -1.6977  -2.4393  0.24
H  -0.8296  -4.3186  0.1444  0.23
H  -3.2938  -0.1556  0.5833  0.22
H  5.2827  -3.8491  -0.2479  0.23
C  -0.7892  2.3212  -1.5739  0.13
C  -1.0343  -0.1352  -1.0580  0.20
C  -0.3422  4.6221  -3.0833  -0.21
C  -1.4367  4.5962  -2.2038  -0.19
C  -3.9693  3.6432  -0.2747  -0.16
H  -5.4552  1.0095  1.3188  0.23
C  -0.4637  -1.2091  0.7476  -0.34
H  1.3439  0.5337  2.5026  0.22
H  -0.7476  -0.1778  1.0533  0.27
H  1.4205  3.6153  -3.7802  0.23
C  0.3624  2.3615  -2.3528  -0.25
C  3.6999  -2.4900  0.3313  -0.25
C  3.2188  -1.5672  1.2893  0.19
C  1.7744  0.4320  1.4968  -0.42
H  0.0155  -0.2379  -1.3579  0.21
H  -4.0730  4.6991  -0.5413  0.23
H  -2.4590  -0.2100  -2.7604  0.27
C  4.0179  -1.2530  2.4082  -0.25
C  -2.7863  3.0015  -0.6525  -0.10
C  0.5532  3.5284  -3.1269  -0.19
H  1.4511  -3.5794  -0.0313  0.25
H  1.0706  1.5202  -2.3206  0.22

Properties
- net charge = +1
- HOMO energy (eV) = -10.77
- LUMO energy (eV) = -4.46
- multiplicity = 1
- orbital gap (eV) = 6.308

Most stable: i. Least stable: ii.

i | Density functional theory data (wB97M-V/def2-TZVPD) for 2 unconnected molecules or ions with the total composition C3H9O.

Each line ends with the Mulliken spin population.
Positions of all 13 atoms, in Å:
O  -1.9983  2.1447  -2.6918  0.01
H  1.1907  -2.1061  0.6360  -0.54
H  2.0125  -0.5737  0.8899  -0.75
C  1.3364  -1.1009  0.2234  3.71
H  -0.6639  -1.1992  -0.4201  -0.16
C  -0.0052  -0.3945  -0.0456  -0.88
C  -0.6053  0.2320  1.1991  1.29
H  -1.4228  0.9301  1.0488  0.10
H  0.2195  0.7999  1.6596  -0.31
H  -1.3358  2.8492  -2.7954  0.00
H  0.0236  0.1617  -0.9846  -0.15
H  -0.7155  -0.5487  1.9599  -0.63
H  1.9641  -1.1944  -0.6793  -0.69

Properties
- net charge = -2
- HOMO energy (alpha / beta) (eV) = 4.03 / 0.22
- LUMO energy (alpha / beta) (eV) = 7.23 / 7.33
- expectation value of S² = 0.7506
- multiplicity = 2
- orbital gap (alpha / beta) (eV) = 3.196 / 7.104

ii | Density functional theory data (wB97M-V/def2-TZVPD) for 2 unconnected molecules or ions with the total composition C3H9O.

Each line ends with the Mulliken spin population.
Positions of all 13 atoms, in Å:
H  -0.2483  0.7370  -1.4002  -0.24
H  0.1355  -0.9131  -0.6981  0.00
H  -2.3443  -0.9639  -0.5585  -1.37
C  -0.3505  0.0500  -0.5608  -0.28
H  -2.3603  0.7262  0.0196  -0.61
H  0.6962  0.0872  1.4135  -0.19
H  -0.0279  1.6255  0.8855  -0.20
O  2.8744  -0.7163  -0.5109  0.01
H  3.0903  -1.6273  -0.2609  0.00
C  -1.7788  -0.2001  -0.0099  3.71
H  -1.6017  -0.6449  0.9742  -0.21
H  1.4187  1.1309  0.1597  0.05
C  0.4969  0.7087  0.5468  0.34

Properties
- net charge = -2
- HOMO energy (alpha / beta) (eV) = 4.42 / 0.32
- LUMO energy (alpha / beta) (eV) = 7.62 / 7.56
- expectation value of S² = 0.7510
- multiplicity = 2
- orbital gap (alpha / beta) (eV) = 3.198 / 7.236

Most stable: i. Least stable: ii.